Record 1
{"formula": "C20H35ClCuN5O4", "method": "wB97M-V/def2-TZVPD", "symbols": ["Cu", "Cl", "O", "O", "O", "O", "C", "C", "C", "C", "N", "H", "H", "H", "H", "H", "H", "H", "C", "C", "C", "C", "N", "H", "H", "H", "H", "H", "H", "H", "C", "C", "C", "C", "N", "H", "H", "H", "H", "H", "H", "H", "C", "C", "C", "C", "N", "H", "H", "H", "H", "H", "H", "H", "C", "C", "C", "C", "N", "H", "H", "H", "H", "H", "H", "H"], "xyz": [[2.060, -3.971, 1.460], [0.877, -0.650, -0.440], [0.929, -1.629, 0.635], [-0.303, 0.213, -0.210], [2.066, 0.069, -0.213], [0.982, -1.456, -1.657], [-3.031, -2.189, 4.790], [-1.881, -2.332, 3.794], [-2.117, -1.398, 2.510], [-2.752, -0.105, 2.707], [-3.225, 0.930, 2.872], [-3.273, -2.965, 5.517], [-3.990, -1.906, 4.358], [-2.729, -1.328, 5.386], [-1.712, -3.350, 3.441], [-0.981, -1.936, 4.263], [-2.719, -1.930, 1.773], [-1.156, -1.231, 2.023], [-2.939, -2.318, -2.317], [-2.206, -2.928, -1.097], [-3.014, -4.112, -0.458], [-3.303, -5.178, -1.410], [-3.524, -5.984, -2.141], [-2.292, -1.991, -3.131], [-3.635, -1.495, -2.151], [-3.480, -3.101, -2.848], [-2.028, -2.223, -0.285], [-1.203, -3.202, -1.422], [-4.013, -3.754, -0.207], [-2.575, -4.444, 0.482], [-2.045, 4.563, -2.348], [-1.672, 3.232, -1.680], [-2.404, 2.058, -2.199], [-2.015, 1.813, -3.592], [-1.738, 1.609, -4.661], [-2.877, 5.053, -1.843], [-2.262, 4.440, -3.409], [-1.259, 5.318, -2.331], [-1.827, 3.256, -0.602], [-0.598, 3.081, -1.781], [-3.481, 2.222, -2.213], [-2.306, 1.080, -1.728], [4.610, -1.083, -2.811], [5.833, -1.120, -1.808], [5.244, -1.331, -0.343], [4.364, -2.525, -0.223], [3.711, -3.527, -0.242], [4.107, -0.119, -2.888], [3.875, -1.820, -2.488], [4.955, -1.375, -3.803], [6.287, -0.150, -2.012], [6.503, -1.937, -2.074], [4.621, -0.469, -0.106], [6.012, -1.528, 0.405], [2.537, 4.231, 2.898], [1.997, 3.150, 1.934], [1.442, 3.710, 0.652], [0.450, 4.723, 0.817], [-0.346, 5.511, 0.819], [1.836, 5.064, 2.950], [3.442, 4.651, 2.459], [2.713, 3.933, 3.931], [1.204, 2.542, 2.369], [2.795, 2.453, 1.677], [1.167, 2.906, -0.030], [2.293, 4.279, 0.279]], "lowdin_charge": [0.6923, 0.6557, -0.4455, -0.3389, -0.3561, -0.3422, -0.1184, -0.2154, -0.1723, -0.2427, 0.1511, 0.0688, 0.0733, 0.0744, 0.0894, 0.0971, 0.0939, 0.0785, -0.0860, -0.2227, -0.1774, -0.2704, 0.1553, 0.0740, 0.0704, 0.0602, 0.0670, 0.0971, 0.1176, 0.1040, -0.0908, -0.2805, -0.2024, -0.2569, 0.1476, 0.0741, 0.0677, 0.0662, 0.1063, 0.1014, 0.1266, 0.0987, -0.0926, -0.1869, -0.1406, -0.1512, 0.1480, 0.0791, 0.0477, 0.0712, 0.1025, 0.1004, 0.1079, 0.1131, -0.0915, -0.2586, -0.1997, -0.2656, 0.1744, 0.0639, 0.0722, 0.0698, 0.1108, 0.1008, 0.1077, 0.1267], "homo_lumo_gap_ev": 7.15, "homo_ha": -0.37535, "charge": 0, "e_above_lowest_ev": 3.324, "fmax_ev_per_a": 5.3, "spin_multiplicity": 1}

Record 2
{"formula": "C20H35N2O2P2Pt", "method": "wB97M-V/def2-TZVPD", "symbols": ["Pt", "P", "P", "N", "H", "C", "H", "H", "H", "C", "H", "H", "H", "C", "H", "H", "H", "C", "H", "H", "H", "C", "H", "H", "H", "C", "H", "H", "H", "C", "C", "C", "C", "C", "C", "H", "H", "H", "H", "H", "C", "O", "C", "H", "H", "H", "C", "H", "H", "H", "O", "N", "C", "C", "C", "C", "C", "H", "H", "H", "H", "H"], "xyz": [[-0.524, -0.140, -0.709], [-2.035, 1.484, -1.493], [1.090, -1.652, 0.360], [-0.335, -1.079, -2.310], [0.456, 1.144, -1.008], [-1.398, 3.066, -2.170], [-2.241, 3.666, -2.546], [-0.709, 2.861, -2.999], [-0.875, 3.634, -1.391], [-3.339, 2.028, -0.342], [-3.988, 2.757, -0.847], [-2.901, 2.487, 0.552], [-3.932, 1.154, -0.050], [-2.982, 0.803, -2.896], [-3.731, 1.534, -3.227], [-3.491, -0.115, -2.578], [-2.304, 0.576, -3.727], [2.930, -1.624, 0.144], [3.375, -2.527, 0.590], [3.402, -0.739, 0.580], [3.134, -1.602, -0.937], [0.480, -2.225, 2.000], [1.210, -2.901, 2.467], [-0.467, -2.767, 1.839], [0.270, -1.389, 2.673], [0.941, -3.290, -0.465], [1.617, -3.984, 0.056], [1.242, -3.193, -1.511], [-0.086, -3.654, -0.396], [-0.550, -1.784, -3.391], [0.023, -2.245, -5.709], [0.201, -1.483, -4.575], [-1.510, -2.847, -3.411], [-1.666, -3.598, -4.560], [-0.903, -3.304, -5.702], [0.608, -2.017, -6.602], [0.898, -0.642, -4.500], [-2.083, -3.024, -2.493], [-2.386, -4.419, -4.569], [-1.033, -3.908, -6.602], [-0.815, 1.820, 2.081], [-1.136, 0.750, 1.529], [-0.217, 2.996, 1.386], [0.329, 3.603, 2.113], [-0.972, 3.661, 0.944], [0.491, 2.669, 0.621], [-0.968, 1.963, 3.565], [0.006, 2.233, 3.980], [-1.313, 1.014, 3.980], [-1.684, 2.762, 3.793], [2.121, 0.781, 1.462], [2.533, 0.880, 2.712], [2.695, -0.270, 3.457], [2.424, -0.210, 4.809], [2.377, 1.040, 5.443], [2.584, 2.214, 4.697], [2.673, 2.115, 3.319], [2.766, -1.207, 2.897], [2.236, -1.136, 5.354], [2.156, 1.105, 6.512], [2.617, 3.208, 5.154], [2.687, 2.967, 2.645]], "lowdin_spin": [1.3237, 0.1493, 0.1294, 1.1464, 0.2534, 0.0195, 0.0020, 0.0031, 0.0022, 0.0371, 0.0078, 0.0005, 0.0018, 0.0143, 0.0031, 0.0027, 0.0000, 0.0138, 0.0029, 0.0004, 0.0000, 0.0384, 0.0066, 0.0031, 0.0035, 0.0126, 0.0021, 0.0005, 0.0026, 0.1394, -0.0102, 0.1597, 0.1651, -0.0088, 0.1642, -0.0029, 0.0066, 0.0089, -0.0027, 0.0090, 0.0138, 0.1337, 0.0168, 0.0012, 0.0007, 0.0182, 0.0068, 0.0031, 0.0008, -0.0002, 0.1341, 0.3022, 0.1504, 0.0455, 0.1844, 0.0601, 0.0729, 0.0159, 0.0006, 0.0135, 0.0028, 0.0118], "homo_lumo_gap_ev": [3.64, 4.44], "homo_ha": [-0.12500, -0.22141], "charge": 0, "s2": 8.830, "e_above_lowest_ev": 0.331, "fmax_ev_per_a": 2.7, "spin_multiplicity": 6}

Record 3
{"formula": "C20H35N2OS", "method": "wB97M-V/def2-TZVPD", "symbols": ["C", "C", "C", "C", "N", "C", "C", "C", "C", "C", "C", "N", "C", "O", "C", "S", "C", "C", "C", "C", "C", "C", "C", "C", "H", "H", "H", "H", "H", "H", "H", "H", "H", "H", "H", "H", "H", "H", "H", "H", "H", "H", "H", "H", "H", "H", "H", "H", "H", "H", "H", "H", "H", "H", "H", "H", "H", "H", "H"], "xyz": [[-2.920, -2.855, 2.615], [-2.073, -2.684, 1.361], [-1.987, -1.214, 0.945], [-1.157, -1.058, -0.324], [-0.898, 0.361, -0.662], [-2.136, 1.112, -1.001], [-2.539, 2.091, 0.099], [-3.783, 2.897, -0.284], [-5.048, 2.050, -0.363], [0.160, 0.497, -1.688], [0.828, 1.875, -1.635], [1.807, 2.005, -0.571], [1.591, 1.848, 0.736], [0.546, 1.403, 1.214], [2.712, 2.291, 1.641], [4.348, 2.348, 0.844], [4.863, 0.602, 1.069], [3.978, -0.360, 0.350], [4.020, -0.453, -1.038], [3.239, -1.374, -1.705], [2.394, -2.235, -1.007], [1.604, -3.278, -1.737], [2.334, -2.119, 0.377], [3.110, -1.190, 1.048], [-2.498, -2.291, 3.442], [-3.936, -2.507, 2.443], [-2.963, -3.902, 2.901], [-1.069, -3.068, 1.548], [-2.507, -3.267, 0.546], [-2.999, -0.837, 0.799], [-1.519, -0.643, 1.750], [-1.649, -1.542, -1.172], [-0.191, -1.539, -0.163], [-0.452, 0.812, 0.223], [-1.977, 1.665, -1.930], [-2.939, 0.397, -1.180], [-1.715, 2.782, 0.288], [-2.736, 1.552, 1.026], [-3.928, 3.672, 0.470], [-3.617, 3.397, -1.240], [-5.010, 1.343, -1.188], [-5.911, 2.691, -0.519], [-5.200, 1.502, 0.564], [0.926, -0.263, -1.512], [-0.273, 0.331, -2.677], [0.069, 2.658, -1.529], [1.356, 2.042, -2.574], [2.736, 2.340, -0.813], [2.496, 3.311, 1.966], [2.750, 1.657, 2.527], [5.878, 0.579, 0.672], [4.890, 0.412, 2.141], [4.688, 0.191, -1.592], [3.300, -1.450, -2.781], [2.266, -4.095, -2.024], [1.168, -2.878, -2.651], [0.816, -3.693, -1.113], [1.696, -2.783, 0.943], [3.062, -1.138, 2.126]], "lowdin_charge": [-0.0990, -0.2557, -0.1855, -0.1285, -0.1201, -0.1282, -0.1852, -0.2468, -0.0990, -0.0915, -0.0985, 0.0688, -0.5052, 0.0499, -0.3482, 0.9193, -0.3961, -0.3087, -0.0439, -0.0489, -0.3086, -0.0420, -0.0469, -0.0279, 0.0776, 0.0767, 0.0761, 0.1051, 0.1160, 0.1135, 0.1263, 0.1483, 0.1032, 0.1007, 0.1336, 0.1252, 0.1117, 0.1150, 0.1134, 0.1115, 0.0672, 0.0772, 0.0778, 0.1085, 0.1450, 0.1297, 0.1392, 0.0803, 0.0984, 0.0981, 0.0877, 0.0870, 0.1216, 0.1212, 0.0934, 0.0818, 0.0743, 0.1128, 0.1211], "homo_lumo_gap_ev": 9.59, "smiles": "CCCC[NH+](CCCC)CCNC(=O)CSCc1ccc(C)cc1", "homo_ha": -0.42731, "charge": 1, "e_above_lowest_ev": 0.000, "fmax_ev_per_a": 0.7, "spin_multiplicity": 1}

Record 4
{"formula": "C20H35N5", "method": "wB97M-V/def2-TZVPD", "symbols": ["C", "C", "C", "C", "N", "H", "H", "H", "H", "H", "H", "H", "C", "C", "C", "C", "N", "H", "H", "H", "H", "H", "H", "H", "C", "C", "C", "C", "N", "H", "H", "H", "H", "H", "H", "H", "C", "C", "C", "C", "N", "H", "H", "H", "H", "H", "H", "H", "C", "C", "C", "C", "N", "H", "H", "H", "H", "H", "H", "H"], "xyz": [[27.666, 12.181, 17.950], [26.642, 12.625, 16.919], [25.376, 11.779, 16.986], [25.555, 10.442, 16.421], [25.699, 9.401, 15.962], [28.571, 12.782, 17.882], [27.961, 11.142, 17.770], [27.262, 12.212, 18.964], [27.107, 12.517, 15.936], [26.401, 13.677, 17.060], [24.540, 12.250, 16.458], [25.016, 11.712, 18.016], [20.666, 10.267, 17.857], [21.299, 11.461, 17.142], [20.630, 12.812, 17.512], [21.612, 13.889, 17.590], [22.415, 14.703, 17.673], [21.293, 9.383, 17.743], [19.698, 10.011, 17.419], [20.529, 10.474, 18.917], [21.244, 11.329, 16.059], [22.361, 11.514, 17.380], [20.159, 12.742, 18.494], [19.877, 13.076, 16.772], [29.918, 13.648, 24.929], [29.331, 14.947, 24.389], [30.203, 16.182, 24.628], [31.269, 16.284, 23.626], [32.100, 16.325, 22.834], [30.413, 13.057, 24.157], [29.143, 13.005, 25.348], [30.656, 13.831, 25.711], [28.374, 15.139, 24.882], [29.083, 14.877, 23.330], [30.679, 16.145, 25.609], [29.596, 17.087, 24.591], [25.235, 13.938, 29.294], [25.597, 14.562, 27.950], [25.729, 16.089, 28.015], [26.163, 16.649, 26.722], [26.522, 17.083, 25.722], [24.492, 14.521, 29.837], [26.136, 13.882, 29.907], [24.844, 12.934, 29.153], [24.859, 14.335, 27.173], [26.524, 14.126, 27.569], [26.484, 16.427, 28.730], [24.771, 16.544, 28.263], [25.207, 14.644, 23.607], [25.071, 13.854, 22.319], [23.621, 13.467, 22.054], [23.480, 12.726, 20.792], [23.366, 12.167, 19.799], [24.770, 14.148, 24.475], [24.720, 15.611, 23.464], [26.245, 14.858, 23.863], [25.678, 12.943, 22.289], [25.455, 14.429, 21.471], [22.987, 14.350, 21.976], [23.271, 12.807, 22.849]], "lowdin_charge": [-0.1117, -0.2588, -0.2108, -0.2366, 0.1361, 0.0716, 0.0755, 0.0685, 0.1113, 0.1086, 0.1095, 0.0760, -0.1067, -0.2581, -0.1831, -0.2614, 0.1364, 0.0727, 0.0721, 0.0666, 0.1086, 0.0616, 0.1116, 0.1150, -0.0988, -0.2663, -0.1920, -0.2338, 0.1375, 0.0745, 0.0650, 0.0720, 0.0657, 0.1114, 0.1152, 0.1114, -0.1017, -0.2659, -0.1847, -0.2202, 0.1576, 0.0739, 0.0765, 0.0726, 0.1022, 0.1081, 0.1240, 0.1215, -0.1107, -0.2672, -0.1848, -0.1911, 0.1835, 0.0672, 0.0809, 0.0435, 0.1137, 0.1169, 0.1256, 0.1222], "homo_lumo_gap_ev": 11.34, "smiles": "CCCC#N.CCCC#N.CCCC#N.CCCC#N.CCCC#N", "homo_ha": -0.40729, "charge": 0, "e_above_lowest_ev": 0.336, "fmax_ev_per_a": 0.7, "spin_multiplicity": 1}

Question: Which formula does entry 4 have?
Answer: C20H35N5